1.
C3H3FS in the gas phase. Source: the OMol25 dataset; level of theory: ωB97M-V/def2-TZVPD.

Properties
- HOMO energy: -8.9 eV
- SMILES: F/C=C/C=S
- 2S+1: 1
- Orbital gap: 8.07 eV
- Energy relative to the best compared isomer or geometry (same formula, charge and spin): 0.1874 eV
- Net charge: 0

Each line ends with the Löwdin charge.
CARTESIAN COORDINATES (ANGSTROEM)
F1 -2.096 -0.890 -0.588  0.0056
C1 -1.131 -0.041 -0.146  -0.1317
C2 0.071 -0.575 -0.051  -0.1400
C3 1.201 0.320 0.301  -0.6282
S1 1.086 1.933 0.490  0.6693
H1 -1.467 0.960 -0.168  0.0942
H2 0.144 -1.606 -0.209  0.0958
H3 2.191 -0.102 0.371  0.0350

---

2.
C23H34N6NdO as an isolated structure. Source: the OMol25 dataset; level of theory: ωB97M-V/def2-TZVPD.

Properties
- HOMO energy (spin up / spin down): -18.1 / -18.1 eV
- 2S+1: 4
- Orbital gap (spin up / spin down): 8.74 / 9.05 eV
- Energy relative to the best compared isomer or geometry (same formula, charge and spin): 0.0000 eV
- Net charge: +3

Each line ends with the Löwdin charge.
CARTESIAN COORDINATES (ANGSTROEM)
Nd1 -0.303 -0.468 -0.304  2.0079
C1 -3.134 -1.896 -4.262  -0.0064
C2 -1.836 -2.013 -3.339  -0.3202
C3 -0.765 -1.055 -3.863  -0.0476
C4 -2.231 -1.658 -1.923  -0.2926
C5 -2.116 -2.613 -0.899  -0.0572
C6 -2.399 -2.310 0.434  -0.0594
C7 -2.862 -1.039 0.805  -0.3445
C8 -3.201 -0.653 2.187  -0.0231
C9 -3.065 -0.084 -0.217  -0.0742
C10 -2.778 -0.440 -1.539  -0.0824
H1 -2.919 -2.348 -5.223  0.0916
H2 -3.446 -0.874 -4.495  0.0915
H3 -3.989 -2.415 -3.874  0.0848
H4 -1.519 -3.027 -3.288  0.1283
H5 -1.099 -0.008 -3.971  0.1027
H6 -0.412 -1.369 -4.824  0.0962
H7 0.124 -1.131 -3.208  0.0356
H8 -1.814 -3.629 -1.123  0.1427
H9 -2.174 -3.022 1.242  0.1509
H10 -4.233 -1.054 2.353  0.1392
H11 -3.246 0.443 2.316  0.0883
H12 -2.624 -1.065 2.988  0.0877
H13 -3.327 0.954 -0.024  0.1364
H14 -2.853 0.269 -2.365  0.1421
C11 -0.490 4.266 -2.372  0.0642
N1 -0.696 3.764 -0.965  0.0089
C12 -1.070 4.674 0.015  0.0466
C13 -1.235 4.306 1.315  0.0450
C14 -1.109 2.934 1.639  -0.3137
N2 -0.805 2.032 0.652  0.0836
C15 -0.617 2.450 -0.642  -0.5018
O1 -0.378 1.548 -1.501  -0.1617
N3 -1.139 2.488 2.908  0.2143
H15 0.032 5.189 -2.304  0.0975
H16 -1.392 4.427 -2.938  0.1075
H17 0.079 3.492 -2.900  0.1035
H18 -1.116 5.698 -0.217  0.1426
H19 -1.411 4.978 2.148  0.1402
H20 -1.374 3.128 3.621  0.1191
H21 -1.201 1.510 3.150  0.1146
C16 3.825 -0.726 3.768  -0.0024
C17 3.606 0.536 2.840  -0.5400
C18 3.243 1.788 3.720  -0.0100
C19 4.915 0.822 2.040  -0.0148
C20 2.531 0.235 1.905  -0.0885
N4 1.660 -0.067 1.186  0.0547
H22 4.470 -0.351 4.553  0.0965
H23 4.382 -1.526 3.286  0.0988
H24 2.921 -1.055 4.234  0.0815
H25 4.155 1.908 4.325  0.1102
H26 2.370 1.624 4.346  0.0878
H27 3.115 2.664 3.110  0.0803
H28 5.776 0.675 2.683  0.1014
H29 4.950 1.843 1.618  0.1053
H30 4.987 0.083 1.244  0.0904
N5 1.659 -2.955 -2.094  0.0160
C21 2.261 -4.124 -1.785  -0.0093
C22 1.891 -4.429 -0.503  -0.0046
C23 1.097 -3.351 -0.079  -0.1458
N6 0.980 -2.431 -1.063  -0.1681
H31 1.678 -2.397 -2.940  0.1590
H32 2.862 -4.610 -2.527  0.1463
H33 2.144 -5.317 0.064  0.1306
H34 0.666 -3.220 0.875  0.0959

---

3.
A 2-piece molecular cluster, C9H14 overall. Source: the OMol25 dataset; level of theory: ωB97M-V/def2-TZVPD.

Properties
- HOMO energy: -8.8 eV
- SMILES: Cc1ccccc1.CC
- 2S+1: 1
- Orbital gap: 9.73 eV
- Energy relative to the best compared isomer or geometry (same formula, charge and spin): 2.7673 eV
- Net charge: 0

Each line ends with the Löwdin charge.
CARTESIAN COORDINATES (ANGSTROEM)
C1 -0.324 0.448 -2.099  -0.0791
C2 -0.462 -0.727 -1.229  -0.2985
C3 -1.658 -0.824 -0.435  -0.0562
C4 -1.732 -1.859 0.496  -0.1064
C5 -0.794 -2.949 0.521  -0.0827
C6 0.210 -2.901 -0.518  -0.0874
C7 0.485 -1.756 -1.302  -0.0495
H1 -1.339 1.002 -2.139  0.1116
H2 0.011 0.121 -3.096  0.0803
H3 0.555 1.089 -1.844  0.0796
H4 -2.524 -0.248 -0.702  0.0981
H5 -2.508 -1.843 1.279  0.0992
H6 -0.740 -3.714 1.396  0.1230
H7 1.071 -3.669 -0.582  0.1181
H8 1.113 -1.797 -2.054  0.0549
C8 1.312 3.055 1.994  -0.1795
C9 0.860 1.930 1.109  -0.2014
H9 2.450 2.842 2.479  0.1339
H10 1.309 3.944 1.363  0.0429
H11 0.643 3.508 2.759  0.0614
H12 0.788 1.842 0.099  -0.0143
H13 -0.173 1.489 1.238  0.0835
H14 1.447 1.017 1.266  0.0683

---

4.
C2H2ClFO in the gas phase. Source: the OMol25 dataset; level of theory: ωB97M-V/def2-TZVPD.

Properties
- HOMO energy: -10.6 eV
- SMILES: O=C[C@@H](F)Cl
- 2S+1: 1
- Orbital gap: 11.01 eV
- Energy relative to the best compared isomer or geometry (same formula, charge and spin): 0.4712 eV
- Net charge: 0

Each line ends with the Löwdin charge.
CARTESIAN COORDINATES (ANGSTROEM)
O1 -1.569 -1.248 -0.028  0.0751
C1 -0.752 -0.432 0.300  -0.3177
C2 0.389 0.386 -0.413  -0.5897
F1 0.481 1.634 0.249  -0.0453
Cl1 1.699 -0.737 0.025  0.6830
H1 -0.757 0.000 1.310  0.1206
H2 0.509 0.397 -1.443  0.0740

---

5.
C15H14BBr2Cl40InO2P as an isolated structure. Source: the OMol25 dataset; level of theory: ωB97M-V/def2-TZVPD.

Properties
- HOMO energy: -4.9 eV
- 2S+1: 1
- Orbital gap: 6.09 eV
- Net charge: -1

Each line ends with the Löwdin charge.
CARTESIAN COORDINATES (ANGSTROEM)
C1 2.940 3.859 -2.023  -0.1254
C2 2.307 2.903 -3.126  -0.2027
B1 1.183 2.010 -2.375  -0.4936
O1 1.511 1.617 -1.025  -0.0914
In1 -0.822 1.375 -3.231  0.4574
P1 -2.092 0.273 -1.273  0.5056
O2 -1.718 1.051 0.027  -0.6926
C3 -2.044 3.092 -4.078  -0.8137
Br1 -3.838 2.437 -4.658  0.5055
C4 -2.145 4.288 -3.095  -0.8396
C5 -3.047 4.005 -1.856  -0.1677
Br2 -2.623 6.004 -4.004  0.5430
H1 3.594 3.286 -1.342  0.0435
H2 2.091 4.229 -1.405  0.0645
H3 3.469 4.721 -2.466  0.0632
H4 3.140 2.238 -3.456  0.0971
H5 1.874 3.479 -3.965  0.0609
H6 0.990 2.184 -0.449  0.0507
H7 -0.700 0.126 -4.530  -0.0904
H8 -1.675 -1.077 -1.055  -0.0644
H9 -3.487 0.381 -1.572  -0.0704
H10 -1.501 3.473 -4.968  -0.0362
H11 -1.118 4.445 -2.703  0.0710
H12 -2.845 4.788 -1.096  0.0748
H13 -2.742 3.044 -1.394  0.0387
H14 -4.119 3.975 -2.128  0.0566
C6 3.813 0.477 1.511  -1.9961
Cl1 2.950 -0.787 0.628  0.5373
Cl2 2.664 1.737 1.995  0.4913
Cl3 4.565 -0.215 2.962  0.5010
Cl4 5.070 1.179 0.475  0.5336
C7 2.900 -4.444 2.290  -2.0045
Cl5 2.044 -3.218 3.240  0.5102
Cl6 1.937 -4.864 0.863  0.5208
Cl7 4.470 -3.807 1.772  0.4769
Cl8 3.151 -5.893 3.283  0.4810
C8 0.568 4.785 4.313  -2.0166
Cl9 2.083 4.938 5.222  0.5205
Cl10 0.060 6.382 3.736  0.5251
Cl11 0.807 3.702 2.933  0.4872
Cl12 -0.684 4.099 5.361  0.4871
C9 -7.768 1.664 -5.441  -2.0414
Cl13 -8.172 2.419 -3.890  0.5136
Cl14 -9.189 0.804 -6.068  0.4970
Cl15 -7.279 2.915 -6.596  0.5105
Cl16 -6.437 0.521 -5.211  0.4816
C10 -2.402 -0.950 3.423  -2.0179
Cl17 -3.467 -0.244 4.656  0.4766
Cl18 -1.738 -2.486 4.020  0.4807
Cl19 -3.324 -1.242 1.943  0.5361
Cl20 -1.078 0.172 3.083  0.5347
C11 7.526 -5.919 3.322  -2.0284
Cl21 6.718 -4.685 4.302  0.5115
Cl22 6.539 -6.310 1.902  0.4781
Cl23 9.104 -5.308 2.792  0.5190
Cl24 7.757 -7.382 4.296  0.5143
C12 -4.255 2.905 7.518  -2.0278
Cl25 -4.711 2.754 9.224  0.5169
Cl26 -4.572 4.557 6.962  0.5254
Cl27 -2.536 2.529 7.324  0.4921
Cl28 -5.187 1.762 6.540  0.5036
C13 -0.924 -7.244 2.454  -2.0295
Cl29 -0.624 -5.854 3.510  0.4978
Cl30 -1.609 -6.682 0.921  0.5287
Cl31 0.602 -8.090 2.145  0.4768
Cl32 -2.065 -8.350 3.242  0.5192
C14 -0.778 4.591 -7.911  -2.0321
Cl33 -0.153 5.102 -9.493  0.4983
Cl34 -2.167 5.594 -7.470  0.4966
Cl35 -1.278 2.894 -7.993  0.5340
Cl36 0.494 4.773 -6.690  0.5285
C15 3.999 -10.298 1.169  -2.0417
Cl37 2.584 -11.081 0.444  0.5182
Cl38 5.476 -11.078 0.577  0.5193
Cl39 4.015 -8.585 0.725  0.4951
Cl40 3.917 -10.447 2.933  0.5154